Entry 1:
{
  "formula": "C35H37NO2P2Tc",
  "method": "wB97M-V/def2-TZVPD",
  "species": ["C", "H", "H", "H", "C", "H", "H", "C", "C", "C", "C", "H", "H", "H", "H", "C", "C", "C", "P", "H", "H", "C", "C", "H", "C", "H", "C", "C", "C", "H", "H", "H", "H", "C", "C", "H", "C", "C", "H", "P", "H", "C", "C", "C", "H", "C", "C", "H", "H", "Tc", "H", "C", "H", "C", "H", "H", "C", "H", "H", "H", "C", "H", "H", "O", "H", "C", "C", "C", "C", "H", "H", "C", "C", "N", "C", "H", "O", "H"],
  "positions_angstrom": [[-4.678, 0.308, 0.932], [1.825, -4.808, 3.666], [1.238, -0.044, -2.140], [0.479, 6.051, -2.115], [-2.790, 5.306, -1.469], [-3.421, -3.700, -1.635], [-5.729, 0.072, 2.797], [-2.620, 4.085, -0.802], [-2.521, -1.803, -1.055], [-3.931, 1.248, 3.032], [0.351, -2.475, -2.787], [-3.800, 5.719, -1.599], [1.689, -2.495, -1.042], [-1.538, -5.000, -0.390], [-2.073, -0.266, -2.452], [-0.341, 1.071, -1.222], [5.287, -0.367, -1.903], [-3.611, 0.920, 0.270], [-0.983, 1.968, 0.214], [-3.513, 0.869, -0.815], [7.218, 0.457, -1.413], [2.986, -3.643, 2.256], [0.712, -2.086, 2.012], [0.051, -3.604, 0.528], [-1.334, 3.551, -0.617], [3.877, -4.271, 2.336], [3.006, -2.539, 1.389], [-2.610, 1.556, 1.019], [1.846, -1.761, 1.237], [-2.082, 2.367, 2.956], [-0.201, -3.328, 3.495], [6.408, 1.566, 0.677], [3.908, -2.283, 0.832], [0.767, 0.256, -1.203], [-2.816, 1.792, 2.392], [1.017, -1.690, -3.178], [-2.717, -3.287, -0.887], [4.390, 0.862, 0.448], [-3.176, -3.491, 0.091], [1.778, -0.090, 0.259], [-4.081, 1.423, 4.096], [-1.112, -2.091, -3.139], [-4.852, 0.487, 2.306], [3.945, -0.476, -1.529], [0.774, 3.885, -0.905], [-1.401, -4.101, -1.004], [-1.887, -1.295, -2.119], [-3.482, 3.559, -0.398], [5.635, -0.869, -2.808], [0.123, 0.644, 1.684], [3.245, -1.018, -2.167], [-0.181, -3.391, -0.515], [4.017, 1.328, 1.364], [6.174, 0.375, -1.120], [-0.261, -1.553, 1.883], [-5.377, -0.305, 0.356], [0.152, 2.791, 1.812], [-1.828, 6.918, -2.551], [-0.775, 1.327, -2.192], [-1.056, -1.478, -4.046], [-0.224, 4.276, -1.091], [-1.292, -4.450, -2.038], [0.011, 2.664, 2.908], [2.549, 1.184, 3.636], [-0.539, 3.616, 1.580], [3.486, 0.116, -0.335], [0.705, -3.148, 2.911], [5.722, 0.990, 0.055], [1.843, -3.941, 3.006], [-1.642, -3.004, -3.432], [1.167, 3.139, 1.565], [-1.682, 6.003, -1.975], [0.649, -2.715, -1.323], [1.506, 0.862, 3.113], [-0.395, 5.491, -1.759], [0.618, -3.379, -3.370], [0.490, 0.353, 3.786], [-3.094, -1.214, -0.359]],
  "charge": 2,
  "multiplicity": 4,
  "homo_lumo_gap_ev": [6.092, 6.016]
}

***

Entry 2:
{
  "formula": "C35H38Cl3FeGe2N3O4PSSe",
  "method": "wB97M-V/def2-TZVPD",
  "species": ["C", "O", "C", "H", "H", "Cl", "H", "C", "H", "H", "H", "H", "C", "H", "H", "Se", "H", "H", "C", "C", "H", "P", "Ge", "C", "C", "Fe", "C", "H", "H", "Cl", "H", "N", "H", "H", "C", "C", "H", "H", "C", "H", "S", "H", "C", "C", "C", "C", "C", "H", "H", "H", "C", "C", "Cl", "H", "H", "H", "N", "C", "H", "C", "H", "N", "H", "O", "C", "C", "H", "C", "C", "C", "C", "C", "O", "H", "C", "C", "C", "C", "C", "C", "H", "C", "H", "H", "H", "Ge", "H", "O", "H"],
  "positions_angstrom": [[-0.829, 0.378, -4.557], [1.082, 2.911, -2.024], [-4.442, -0.869, -2.675], [1.643, -1.979, 7.228], [-2.591, -0.723, 1.918], [-0.160, -4.408, -1.257], [0.004, -0.014, -3.988], [-1.816, 0.970, -6.669], [6.696, -4.550, -2.275], [-6.082, -2.189, -3.055], [-3.823, 1.731, -6.580], [3.732, 0.408, -2.885], [3.011, -1.026, 1.501], [5.694, -4.499, 0.603], [5.622, -0.936, -0.101], [1.983, -1.106, -1.914], [5.903, -3.626, -3.554], [-3.978, 1.541, -4.142], [-4.521, 0.342, -0.618], [-0.345, 2.397, 1.994], [-1.745, 1.055, -7.745], [-2.105, 0.671, -2.082], [-0.031, -3.051, 0.464], [-2.507, 5.263, -1.476], [-1.967, 0.161, 1.958], [0.423, -0.740, 0.076], [1.251, -1.039, 2.950], [-7.246, -1.640, -0.943], [-1.753, 3.254, 3.338], [1.464, -4.144, 1.699], [3.339, -1.002, 0.471], [-0.056, 1.308, 1.277], [2.775, -2.567, 6.075], [4.269, -3.617, 1.171], [-5.730, -0.264, -0.303], [-1.286, 4.618, -1.555], [4.064, 0.176, -1.148], [6.101, -0.906, -1.800], [-3.681, 4.522, -1.529], [-4.588, 2.599, -1.690], [-1.362, -1.175, -1.321], [4.154, -1.169, 4.670], [-0.786, 0.175, 1.233], [1.447, -1.149, 5.399], [-1.500, 2.387, 2.747], [-0.745, 0.485, -5.938], [-3.071, 1.238, -4.640], [-4.080, 1.033, 0.090], [0.352, 3.218, 1.914], [-3.231, 1.251, 3.301], [3.923, -1.081, 2.534], [-3.654, 3.138, -1.628], [-1.836, -3.529, 1.587], [2.446, -3.522, -2.015], [0.184, -1.040, 3.114], [2.716, 1.234, -1.677], [1.690, -0.993, 1.691], [-2.982, 1.349, -6.018], [-2.552, 6.341, -1.400], [2.094, -1.115, 4.048], [3.345, -2.650, -3.240], [2.119, -1.855, 6.349], [-0.350, 5.160, -1.565], [1.011, 1.221, 0.485], [3.463, -1.134, 3.838], [-2.433, 2.469, -1.654], [6.966, -1.931, -0.654], [-0.026, 2.455, -1.859], [-1.270, 3.234, -1.645], [-1.994, 0.751, -3.901], [-3.865, 0.064, -1.812], [-6.303, -1.167, -1.183], [0.412, -0.559, 5.618], [4.978, -1.092, 2.307], [5.733, -4.198, -2.643], [-5.652, -1.470, -2.370], [4.690, -4.167, 0.334], [3.286, 0.331, -1.893], [3.115, -2.673, -2.172], [5.983, -1.547, -0.928], [5.127, -5.069, -2.892], [-2.318, 1.262, 2.722], [-6.221, -0.030, 0.633], [0.166, 0.188, -6.440], [-4.636, 5.029, -1.501], [4.839, -3.100, -1.290], [4.066, -5.042, 0.170], [-0.318, 1.168, -1.886], [-3.930, -1.142, -3.590]],
  "charge": 0,
  "multiplicity": 2,
  "homo_lumo_gap_ev": [7.500, 7.656]
}

***

Entry 3:
{
  "formula": "C35H38F2NO9PTi",
  "method": "wB97M-V/def2-TZVPD",
  "species": ["H", "C", "H", "H", "O", "C", "C", "F", "C", "H", "H", "C", "H", "H", "H", "O", "Ti", "C", "C", "H", "C", "H", "O", "O", "C", "H", "C", "C", "C", "C", "H", "H", "C", "H", "H", "H", "H", "H", "C", "C", "H", "O", "H", "C", "H", "N", "H", "C", "F", "H", "C", "H", "H", "H", "C", "H", "C", "H", "C", "C", "H", "C", "C", "H", "H", "C", "O", "O", "C", "C", "C", "H", "C", "C", "P", "C", "H", "H", "H", "C", "H", "C", "H", "H", "O", "O", "C"],
  "positions_angstrom": [[3.460, 1.525, -3.312], [-0.654, -7.363, 0.467], [-0.276, -4.471, -5.176], [3.753, 0.613, 5.457], [-0.609, 1.634, -2.342], [-0.212, -4.915, -3.047], [0.287, -3.006, -1.604], [0.236, -1.950, -5.094], [0.359, -2.179, -2.754], [3.626, 4.109, -1.680], [0.431, 5.051, 1.959], [-3.487, 1.515, 3.514], [1.025, 4.182, -4.345], [-0.813, -8.416, 0.226], [2.167, 2.969, -4.966], [0.511, -1.630, 2.464], [0.484, 0.057, 1.224], [2.089, 3.103, -2.809], [-5.614, 0.442, 2.081], [-6.869, 1.395, 3.539], [2.491, 0.456, 3.695], [0.065, -5.285, 1.472], [-0.899, 1.083, 2.526], [0.734, 1.646, -0.124], [0.371, 4.216, 1.255], [-4.980, 2.347, 4.813], [2.184, 0.912, 2.405], [4.300, 1.986, 3.915], [-0.181, -6.644, -0.789], [0.134, -4.644, 0.610], [-2.198, 3.529, 1.743], [-1.290, -6.464, -4.050], [3.532, 0.979, 4.460], [-1.203, -8.055, -2.046], [3.108, 1.642, -1.572], [0.527, -1.117, -2.634], [-4.091, -0.383, 0.785], [-1.549, 5.893, -1.077], [-0.680, 5.741, -0.433], [-0.557, -6.369, -3.243], [3.954, 4.013, -3.423], [0.910, -1.210, -0.219], [2.814, 2.341, 0.932], [-0.834, 4.438, 0.349], [-2.980, 4.574, 0.543], [-0.117, -5.197, -0.626], [0.328, -6.933, -3.564], [-5.851, 1.211, 3.214], [5.330, 2.513, 4.656], [2.745, 5.159, -2.805], [-0.017, -4.391, -1.780], [1.901, -0.351, 4.118], [0.618, 2.460, -4.240], [-2.636, 1.919, 4.045], [-0.116, -4.080, -4.180], [-2.080, 5.292, 1.900], [-1.102, -6.970, -1.961], [-2.092, -6.557, -1.741], [0.163, -2.743, -3.988], [-1.848, 0.499, 1.921], [-0.593, 6.589, 0.252], [3.010, 1.935, 1.920], [-4.313, 0.207, 1.664], [0.066, -7.312, 1.282], [0.826, -7.015, -1.043], [4.067, 2.480, 2.651], [-1.646, -0.264, 0.946], [1.114, 3.460, -1.811], [-4.789, 1.747, 3.931], [0.557, -2.890, 2.257], [0.422, -3.338, 0.812], [4.693, 3.272, 2.256], [-3.248, 0.743, 2.381], [3.175, 4.164, -2.672], [0.028, 2.381, -1.245], [-2.107, 4.463, 1.189], [0.211, 5.692, -1.059], [-1.598, -6.940, 0.818], [1.917, 0.942, -2.664], [0.540, -2.465, -0.320], [0.282, 3.287, 1.817], [2.679, 1.716, -2.572], [-6.448, 0.031, 1.525], [1.297, 4.177, 0.682], [-1.051, 3.391, -0.611], [0.671, -3.751, 3.133], [1.433, 3.181, -4.185]],
  "charge": -2,
  "multiplicity": 3,
  "homo_lumo_gap_ev": [4.169, 7.177]
}

***

Ordered energy above the lowest of the compared OMol25 structures with the same formula, charge and spin results: 124.16; 39.01; 0.00; unit kJ/mol.